Record 1
DFT (the ωB97M-V functional and the def2-TZVPD basis) results for a structure of composition C32H32GeN2O4PtS.

Results
Net charge ... +2
Spin multiplicity ... 5
Molar mass ... 808.37 g/mol
Maximum force ... 0.00537 Eh/bohr

CARTESIAN COORDINATES (ANGSTROEM)
Pt  -0.36509  0.32029  -2.27084
Ge  0.03837  0.79864  2.39932
S  -1.78484  1.66145  -5.09908
O  -0.85647  0.65610  -4.42002
O  -0.90199  -1.69819  -2.72024
O  -0.24824  0.84155  0.08829
O  -0.64964  2.30970  -1.48185
N  3.03347  -1.20240  -4.28561
N  1.53751  -0.26646  -3.01947
C  -1.37702  -3.47593  -4.11558
C  1.09038  -3.10215  -5.38008
C  1.54440  1.83684  6.35350
C  1.46624  -0.47475  2.10661
C  0.78130  -2.24489  -4.34017
C  -2.57020  1.08162  3.47554
C  1.49729  1.72419  4.97104
C  -0.64412  3.06142  0.83119
C  2.24552  -2.68656  1.56268
C  -0.50310  2.03529  -0.25312
C  -0.50573  -2.41428  -3.67767
C  0.94105  0.86646  7.15436
C  2.70922  0.42360  -2.87698
C  0.20847  -0.34987  5.21191
C  -2.41110  -0.79014  1.97300
C  0.26822  -0.21451  6.59130
C  -3.15507  1.91398  -3.98610
C  -3.90886  0.79205  3.70087
C  1.19771  -1.81065  1.79571
C  -3.74840  -1.08427  2.20522
C  3.65566  -0.15719  -3.66489
C  2.79292  -0.04325  2.22018
C  0.72075  0.69582  4.45546
C  1.74032  -1.25311  -3.88306
C  -1.80789  0.29321  2.61097
C  -4.49568  -0.29584  3.06913
C  0.21217  -4.09964  -5.79082
C  -1.03095  -4.28602  -5.14748
C  3.56296  -2.24668  1.65840
C  0.24900  2.70944  2.02805
C  -0.99689  3.24274  -4.88415
C  3.83788  -0.92618  1.98213
H  -2.11886  1.92354  3.99210
H  -3.82876  2.64620  -4.43053
H  -0.02361  3.29368  2.90462
H  -5.53675  -0.52896  3.25088
H  2.02945  -3.00702  -5.90953
H  -1.69951  -5.06750  -5.48123
H  4.69261  0.07962  -3.82590
H  -1.85369  -1.40108  1.27461
H  -3.66753  0.95830  -3.88921
H  -0.29343  -1.19671  4.76118
H  1.02609  0.93888  8.23058
H  2.79261  1.27673  -2.22676
H  1.29975  2.90861  1.80545
H  -1.69675  3.02217  1.13204
H  2.03630  -3.71982  1.31671
H  3.01884  0.98267  2.48494
H  -0.10297  3.25157  -5.50408
H  -0.45907  4.05681  0.43259
H  3.48037  -1.84116  -4.92255
H  -4.49055  1.40941  4.37290
H  -2.77661  2.25906  -3.02339
H  -1.68536  4.01904  -5.21959
H  1.97716  2.46914  4.34896
H  0.49221  -4.74271  -6.61427
H  4.37616  -2.94208  1.49579
H  -0.18802  -0.96867  7.21878
H  0.18092  -2.17216  1.72554
H  4.86207  -0.58742  2.06646
H  -4.20872  -1.92975  1.71041
H  -0.74760  3.36765  -3.82962
H  -2.31940  -3.57502  -3.59453
H  2.06315  2.67552  6.79895

The molecule's Mulliken atomic charges, reported in e, are given here: 1.870, 0.811, 0.348, -0.532, -0.783, -0.753, -0.678, -0.027, -0.182, -0.482, -0.790, -0.839, 0.792, 0.412, -0.111, -0.191, -0.982, -0.789, 0.735, 0.906, -0.436, -0.403, -0.181, -0.275, -0.891, -0.793, -0.667, -0.247, -0.854, -0.718, -0.141, 0.112, 0.475, 0.720, -0.541, -0.669, -0.571, -0.561, -1.012, -0.724, -0.873, 0.373, 0.439, 0.465, 0.414, 0.401, 0.436, 0.437, 0.263, 0.313, 0.440, 0.435, 0.513, 0.544, 0.360, 0.481, 0.285, 0.329, 0.483, 0.170, 0.438, 0.152, 0.435, 0.401, 0.445, 0.438, 0.430, 0.232, 0.469, 0.450, 0.094, 0.508, 0.438

Record 2
DFT (the ωB97M-V functional and the def2-TZVPD basis) results for a structure of composition C32H32IrN6O3S2.

Results
Net charge ... +1
Molar mass ... 805.00 g/mol
Maximum force ... 0.00860 Eh/bohr
Energy above the lowest of the compared OMol25 structures with the same formula, charge and spin ... 0.0 kcal/mol

CARTESIAN COORDINATES (ANGSTROEM)
Ir  -0.28816  -1.86952  0.02690
S  3.01694  -1.33621  -0.70072
S  -1.47734  -2.97051  1.66152
O  3.89571  -2.24757  -0.03514
O  -0.04405  -0.16052  1.17541
O  2.67492  -0.07599  -0.09363
N  4.97613  -0.40907  -6.17323
N  -0.96751  -2.44731  4.24748
N  2.12092  -4.20351  -1.87553
N  -2.16837  -0.87916  3.40620
N  1.54349  -2.06977  -0.88344
N  -0.02554  -3.56422  -1.09100
C  4.79838  -1.82413  -4.24046
C  3.60399  -1.04760  -2.31555
C  1.49030  3.19662  3.32895
C  -2.98992  -0.08458  2.49674
C  -6.49519  0.00982  -2.14309
C  -6.71317  1.31587  -1.72585
C  0.49442  3.34885  0.72944
C  -0.56818  -4.71804  -1.44135
C  0.22647  -5.67673  -2.04909
C  4.34164  -2.03812  -2.95896
C  -1.99152  -0.59469  4.74715
C  -4.29766  0.03719  -1.14413
C  4.52849  -0.61678  -4.90317
C  1.56479  -5.36606  -2.23299
C  -5.72396  1.98515  -1.01928
C  -3.06311  -0.62085  -0.82319
C  1.37332  4.43616  2.70531
C  3.79342  0.37461  -4.23487
C  1.82275  5.68242  3.40919
C  3.33614  0.15850  -2.95362
C  1.11335  2.02174  2.70303
C  -5.29948  -0.62707  -1.85591
C  -4.52555  1.35238  -0.73078
C  0.60295  2.10495  1.38797
C  -1.24427  -1.58391  5.28053
C  -0.03591  3.46983  -0.67620
C  -1.53731  -2.02149  3.10429
C  1.29788  -3.34333  -1.32304
C  0.86652  4.49354  1.41087
C  0.23331  0.93098  0.64582
C  -2.01673  -1.14623  -0.52258
C  1.31253  0.71697  3.42279
H  0.76885  5.45594  0.92282
H  -1.62200  -4.85310  -1.23531
H  -3.75067  1.87861  -0.18540
H  -3.81185  -0.69054  2.12047
H  1.85114  0.00301  2.79840
H  0.62566  2.97866  -1.39355
H  2.23267  -6.08441  -2.69378
H  -1.02760  3.02922  -0.78800
H  -2.41878  0.28456  5.19422
H  -2.39387  0.25086  1.65519
H  2.91072  5.76517  3.36347
H  0.17285  1.00117  -0.44061
H  3.59750  1.31837  -4.72844
H  -0.17989  -6.62617  -2.35973
H  -0.88820  -1.74115  6.28189
H  5.38187  -2.58765  -4.73984
H  -5.88451  3.00528  -0.69542
H  -5.12793  -1.64460  -2.18108
H  4.83441  0.46994  -6.63321
H  4.55942  -2.96314  -2.44399
H  5.54325  -1.09300  -6.63705
H  0.35907  0.25812  3.68988
H  1.88178  0.88350  4.33583
H  -7.26197  -0.51572  -2.69709
H  1.54211  5.66369  4.46195
H  -0.41074  -3.28587  4.29301
H  2.78831  0.93097  -2.43048
H  1.90002  3.14878  4.33149
H  1.40059  6.57483  2.95091
H  -7.64873  1.80959  -1.95200
H  -0.10376  4.51757  -0.96057
H  -3.37553  0.76496  3.05321

The molecule's Mulliken atomic charges, reported in e, are given here: 1.268, 1.349, -0.579, -0.740, -0.393, -0.648, -0.470, 0.089, -0.354, 0.323, -0.396, -0.213, -0.799, -0.410, -0.941, -0.627, -0.547, -0.450, 0.589, 0.114, -0.845, -0.421, -0.251, 0.354, 1.193, -0.210, -0.604, 0.088, 0.490, -0.853, -1.575, -0.344, 1.124, -0.483, -0.182, 0.875, -0.620, -1.556, 0.078, 0.497, -0.764, -0.539, -0.314, -1.190, 0.372, 0.509, 0.347, 0.367, 0.254, 0.267, 0.440, 0.260, 0.409, -0.043, 0.306, 0.455, 0.293, 0.402, 0.434, 0.289, 0.392, 0.437, 0.185, 0.461, 0.187, 0.013, 0.404, 0.386, 0.387, 0.222, 0.536, 0.426, 0.382, 0.399, 0.393, 0.314

Record 3
DFT (the ωB97M-V functional and the def2-TZVPD basis) results for a structure of composition C32H32O5PRuSe in a non-equilibrium geometry.

Results
Spin multiplicity ... 2
Molar mass ... 707.61 g/mol
Maximum force ... 0.03357 Eh/bohr
Energy above the lowest of the compared OMol25 structures with the same formula, charge and spin ... 13.1 kcal/mol

CARTESIAN COORDINATES (ANGSTROEM)
Ru  -0.36600  0.51395  -0.80811
Se  -1.95825  -1.15142  -0.10887
P  1.99386  1.12151  -0.97754
O  -5.80291  3.90180  -2.17805
O  1.87793  -1.43462  -3.62913
O  -0.70371  1.65924  0.90551
O  0.22886  -0.49008  -2.45761
O  -1.68178  1.71182  -1.59858
C  -2.78989  2.60320  0.34915
C  1.74346  -0.55796  1.16842
C  -3.73851  2.70147  -1.88910
C  1.42939  -0.51932  -2.97673
C  1.92138  -1.73329  1.89143
C  -1.07185  -2.73899  0.50258
C  -0.46714  -4.12266  2.37379
C  0.61866  -6.37250  2.07561
C  2.37447  -0.39259  -0.07090
C  -1.78035  2.17885  1.26197
C  -0.60249  -3.54432  -1.87159
C  -1.96394  2.36147  2.74699
C  -5.79588  3.55817  -3.55689
C  3.26982  2.32404  -0.50529
C  -1.56559  -1.94004  2.87433
C  0.01380  -4.85185  0.15956
C  0.05503  -5.08931  1.52267
C  3.16298  -1.42509  -0.58736
C  4.85021  3.21155  1.08188
C  -0.54620  -3.69105  -0.37910
C  3.56336  3.37817  -1.37001
C  -2.68874  2.30713  -1.03151
C  3.30006  -2.60305  0.12161
C  3.90845  2.25517  0.73006
C  5.14852  4.25020  0.21209
C  -4.89302  3.76314  -0.03735
C  -3.91629  3.33478  0.80402
C  -4.79679  3.43945  -1.41149
C  -1.03516  -2.95138  1.89141
C  2.27326  0.72972  -2.71574
C  4.50346  4.33274  -1.01456
C  2.68198  -2.75819  1.35896
H  1.83963  1.53513  -3.31176
H  -0.43231  -4.28428  3.44755
H  0.14593  -4.17643  -2.34916
H  3.05904  3.45441  -2.32607
H  -0.44007  -2.52292  -2.19615
H  1.44720  -1.85261  2.85569
H  -2.59238  -1.66129  2.64008
H  1.19864  -6.90648  1.32322
H  1.14358  0.24661  1.57914
H  -5.88812  2.47874  -3.68993
H  3.88211  -3.41315  -0.29843
H  -2.93860  1.99390  3.06368
H  5.35267  3.14409  2.03819
H  0.42361  -5.59160  -0.52088
H  1.25981  -6.18528  2.93899
H  -1.88791  3.41709  3.01547
H  3.31672  0.59413  -2.98933
H  -0.18695  -7.03196  2.40557
H  2.79044  -3.68672  1.90439
H  -3.99735  3.58217  1.85394
H  5.88179  4.99614  0.48990
H  -1.17956  1.81279  3.26115
H  -4.88542  3.90797  -4.04622
H  -6.65587  4.05618  -3.99369
H  -0.97693  -1.01836  2.84171
H  4.73316  5.14386  -1.69326
H  3.65561  -1.31614  -1.54439
H  3.67732  1.44752  1.41342
H  -5.74464  4.33013  0.31034
H  -3.63713  2.42507  -2.92751
H  -1.58762  -3.84704  -2.23959
H  -1.53081  -2.34157  3.88739

The molecule's Mulliken atomic charges, reported in e, are given here: 0.777, -0.194, 1.337, -0.446, -0.656, -0.190, -0.594, -0.816, 0.000, -0.085, -0.355, 0.079, -0.765, 0.824, -0.707, -1.727, 0.414, 0.982, -1.450, -1.766, -0.798, 0.712, -1.746, -0.892, 0.574, -0.693, -0.675, 0.877, -0.451, 0.254, -0.825, -0.463, -0.462, -0.970, -0.940, 0.995, 0.659, -0.768, -0.724, -0.497, 0.554, 0.299, 0.381, 0.343, 0.070, 0.516, 0.465, 0.375, 0.538, 0.345, 0.413, 0.460, 0.405, 0.315, 0.377, 0.453, 0.424, 0.405, 0.443, 0.409, 0.380, 0.312, 0.320, 0.235, 0.148, 0.396, 0.417, 0.345, 0.448, 0.443, 0.323, 0.412

Calculated energy in order - -115454.292, -73290.044, -121158.452 eV